No. 1
Molecular formula: C3H7N3S
Method: DFT, ωB97M-V with the def2-TZVPD basis set

```
14
Properties=species:S:1:pos:R:3
C 0.8266 -1.2082 0.3388
C -1.3501 0.0121 -0.4883
C 1.8061 1.0716 0.2934
N -0.2690 -1.9412 0.3150
N -1.3044 -1.3153 -0.0940
N 0.7728 0.0893 0.2900
S -2.6150 1.0076 0.1209
H 1.5511 -2.0244 0.6033
H -1.0074 0.3055 -1.5456
H 2.6450 0.9139 -0.4094
H 1.3431 2.0675 0.1644
H 2.1452 1.0734 1.4311
H -2.1681 -1.9901 -0.2271
H -2.3760 1.9384 -0.7925
```

Computed properties:
Charge   +2
Total energy   -18506.0209 eV
Strongest force on any atom   4.95 eV/A
ΔE to the lowest compared entry with this formula, charge and spin   610.6 kJ/mol
E_HOMO   -0.7337 Ha

=====

No. 2
Molecular formula: C3H7N4
Method: DFT, ωB97M-V with the def2-TZVPD basis set

```
14
Properties=species:S:1:pos:R:3
C 0.5763 -0.1860 1.2906
C 0.4507 0.8918 0.5236
C -0.4588 -0.9687 -0.4960
N -0.0661 -1.2774 0.7151
N -0.2248 0.4439 -0.6039
N 0.9352 2.1858 0.5564
N -1.1897 -1.4892 -1.4738
H 0.7972 -0.2490 2.3378
H 0.0812 -2.1767 0.9716
H -0.3435 0.9138 -1.5206
H 1.5533 2.3053 1.3168
H 0.1853 2.8264 0.4459
H -1.2940 -2.3808 -1.7612
H -1.0023 -0.8393 -2.3022
```

Computed properties:
Charge   +1
Total energy   -9174.1228 eV
<S²>   2.01
Strongest force on any atom   6.07 eV/A
ΔE to the lowest compared entry with this formula, charge and spin   0.0 kJ/mol
E_HOMO (alpha / beta)   -0.3242 / -0.5416 Ha
Multiplicity   3

=====

No. 3
Molecular formula: C3H7N4O
Method: DFT, ωB97M-V with the def2-TZVPD basis set

```
15
Properties=species:S:1:pos:R:3
C 0.0405 1.4561 0.0699
C 1.2861 -0.6878 0.2360
C -0.4517 0.0808 0.3199
N 1.2715 1.5652 -0.1634
N 1.9553 0.4468 -0.1879
N -1.1625 -0.3743 1.3897
N -0.9887 -0.5120 -1.1292
O 1.5125 -1.7752 0.5729
H -0.4490 2.4327 0.1487
H 2.9145 0.5034 -0.3138
H -1.9949 0.0017 1.8079
H -0.6842 -1.0455 1.9541
H -0.1156 -0.8466 -1.7224
H -1.5326 0.0570 -1.7958
H -1.6013 -1.3024 -1.1865
```

Computed properties:
Charge   +1
Total energy   -11223.1716 eV
Strongest force on any atom   4.49 eV/A
ΔE to the lowest compared entry with this formula, charge and spin   270.8 kJ/mol
E_HOMO   -0.5210 Ha

=====

No. 4
Molecular formula: C3H7N4S
Method: DFT, ωB97M-V with the def2-TZVPD basis set

```
15
Properties=species:S:1:pos:R:3
C 2.1318 -1.0631 0.5183
C -1.0378 0.3485 -0.1731
C 1.3338 0.0444 -0.1236
N 1.5881 -2.1563 0.8411
N -0.0381 -0.4740 -0.0115
N -0.7984 1.6486 -0.3722
N -2.3085 -0.1647 -0.1166
S -0.0763 -2.1203 0.6893
H 3.1554 -0.8393 0.8434
H 1.4646 0.8891 0.5436
H 1.4887 0.1087 -1.3042
H 0.1797 1.8853 -0.2747
H -1.5515 2.3657 -0.2675
H -2.5190 -1.0223 -0.5263
H -3.0125 0.5498 -0.2660
```

Computed properties:
Charge   +1
Total energy   -20012.6614 eV
Strongest force on any atom   3.36 eV/A
ΔE to the lowest compared entry with this formula, charge and spin   0.0 kJ/mol
E_HOMO   -0.4750 Ha

=====

No. 5
Molecular formula: C3H7N5
Method: DFT, ωB97M-V with the def2-TZVPD basis set

```
15
Properties=species:S:1:pos:R:3
C 0.1322 -0.8473 -0.8105
C 0.7039 -1.8274 1.5788
C -0.8061 2.6356 -0.7443
N 0.1730 1.2175 0.9068
N -0.3049 0.4105 -1.1283
N 0.1101 -1.8235 -1.6808
N 0.7793 -1.0819 0.3358
N -0.2913 1.3355 -0.2024
H 1.1865 -1.2507 2.4249
H -0.3263 -2.0404 1.7772
H 1.2457 -2.7292 1.4734
H -1.5655 3.1657 -0.1085
H -1.2861 2.2598 -1.6146
H -0.0182 3.2326 -0.9393
H 0.2677 -2.6568 -1.2683
```

Computed properties:
Total energy   -10668.1328 eV
Strongest force on any atom   5.00 eV/A
ΔE to the lowest compared entry with this formula, charge and spin   662.7 kJ/mol
E_HOMO (alpha / beta)   -0.3081 / -0.3159 Ha

=====

No. 6
Molecular formula: C3H7N5
Method: DFT, ωB97M-V with the def2-TZVPD basis set

```
15
Properties=species:S:1:pos:R:3
C -0.1624 0.5024 1.7034
C 0.7471 -1.3429 -1.6403
C -0.3213 -0.9645 -0.8260
H -0.2646 -0.5710 1.8056
H -0.9490 1.0547 2.4533
H 0.7138 1.0853 1.7422
H -0.5914 1.9922 0.2580
H 1.0826 1.4066 -1.5046
H 0.8827 -2.4092 -1.7178
H -1.6209 -0.8741 0.6027
N -0.8713 0.9846 0.3780
N -0.2267 0.3582 -0.6110
N 1.1415 0.6483 -0.9205
N 1.6082 -0.2828 -1.7196
N -1.1682 -1.5877 -0.0035
```

Computed properties:
Total energy   -10669.7022 eV
Strongest force on any atom   7.00 eV/A
ΔE to the lowest compared entry with this formula, charge and spin   511.2 kJ/mol
E_HOMO   -0.3032 Ha

=====

> Look up the ΔE to the lowest compared entry with this formula, charge and spin of the third one.

270.8 kJ/mol

=====

Copy entry 6 word for word.
Molecular formula: C3H7N5
Method: DFT, ωB97M-V with the def2-TZVPD basis set

```
15
Properties=species:S:1:pos:R:3
C -0.1624 0.5024 1.7034
C 0.7471 -1.3429 -1.6403
C -0.3213 -0.9645 -0.8260
H -0.2646 -0.5710 1.8056
H -0.9490 1.0547 2.4533
H 0.7138 1.0853 1.7422
H -0.5914 1.9922 0.2580
H 1.0826 1.4066 -1.5046
H 0.8827 -2.4092 -1.7178
H -1.6209 -0.8741 0.6027
N -0.8713 0.9846 0.3780
N -0.2267 0.3582 -0.6110
N 1.1415 0.6483 -0.9205
N 1.6082 -0.2828 -1.7196
N -1.1682 -1.5877 -0.0035
```

Computed properties:
Total energy   -10669.7022 eV
Strongest force on any atom   7.00 eV/A
ΔE to the lowest compared entry with this formula, charge and spin   511.2 kJ/mol
E_HOMO   -0.3032 Ha

=====

> Which of these has the highest total energy?

C3H7N4